{
  "formula": "C38H32N6PSe2V",
  "method": "ωB97M-V with the def2-TZVPD basis set",
  "species": ["V", "Se", "Se", "C", "C", "C", "C", "C", "N", "C", "C", "C", "C", "C", "N", "H", "H", "H", "H", "H", "H", "H", "H", "N", "C", "C", "C", "C", "C", "N", "C", "C", "C", "C", "C", "N", "H", "H", "H", "H", "H", "H", "H", "H", "H", "N", "P", "C", "C", "C", "C", "C", "C", "C", "C", "C", "C", "C", "C", "C", "C", "C", "C", "C", "C", "H", "H", "H", "H", "H", "H", "H", "H", "H", "H", "H", "H", "H", "H", "H"],
  "xyz": [[0.40689, -1.07924, 0.62841], [2.19533, 0.11013, 2.09706], [1.72786, -1.20850, 4.00888], [-0.15482, -0.93700, 3.80013], [-0.93203, -0.84965, 4.94341], [-2.30933, -0.76054, 4.81505], [-2.85422, -0.71495, 3.53750], [-2.00957, -0.77418, 2.45003], [-0.67078, -0.90848, 2.56122], [3.18240, -1.26461, 1.17079], [4.54042, -1.45920, 1.12002], [4.98442, -2.59382, 0.43747], [4.06250, -3.44555, -0.16119], [2.71423, -3.13952, -0.09529], [2.28047, -2.06118, 0.57779], [-0.46241, -0.84671, 5.91869], [-2.93894, -0.71016, 5.69425], [-3.92015, -0.62876, 3.37841], [-2.41129, -0.72284, 1.44663], [5.23009, -0.78330, 1.60815], [6.04364, -2.81437, 0.38641], [4.38575, -4.33702, -0.68129], [1.96181, -3.75987, -0.56455], [-1.65397, -2.50167, -1.47025], [-0.50502, -2.07882, -2.12424], [-0.43279, -2.23312, -3.51369], [0.68609, -1.79623, -4.17943], [1.71101, -1.18530, -3.45082], [1.56481, -1.06112, -2.09698], [0.48831, -1.53406, -1.41820], [-1.66016, -3.13393, -0.24445], [-2.60136, -4.14729, -0.01114], [-2.52574, -4.87168, 1.15092], [-1.49604, -4.58972, 2.06342], [-0.66391, -3.54310, 1.80817], [-0.75908, -2.77187, 0.67793], [-2.38074, -2.82031, -2.09578], [-1.24654, -2.71558, -4.03936], [0.77328, -1.92881, -5.25013], [2.60021, -0.80787, -3.93554], [2.33493, -0.58750, -1.50131], [-3.33983, -4.37521, -0.76867], [-3.22899, -5.67140, 1.34498], [-1.36526, -5.17979, 2.95942], [0.13340, -3.28262, 2.49143], [-0.20183, 0.35011, 0.21210], [-0.26896, 1.98386, -0.45994], [-1.76037, 2.68682, 0.16624], [-2.15598, 2.50050, 1.49471], [-3.26321, 3.17337, 1.97354], [-3.96503, 4.04313, 1.13976], [-3.56348, 4.24195, -0.17431], [-2.46119, 3.56429, -0.67116], [-0.28700, 1.79975, -2.21840], [-1.35247, 1.09254, -2.79101], [-1.50532, 1.08516, -4.16442], [-0.60999, 1.78812, -4.96799], [0.43831, 2.50124, -4.40039], [0.60117, 2.51897, -3.02413], [1.20123, 2.74607, 0.18555], [2.47166, 2.32628, -0.23979], [3.60221, 2.92493, 0.28607], [3.47563, 3.93530, 1.23997], [2.22146, 4.34851, 1.66382], [1.07853, 3.75796, 1.13789], [-1.58386, 1.85936, 2.15771], [-3.57950, 3.04056, 2.99933], [-4.82633, 4.57449, 1.52280], [-4.10781, 4.92478, -0.81211], [-2.15693, 3.71834, -1.69885], [-2.08264, 0.59063, -2.16400], [-2.33884, 0.56246, -4.61492], [-0.75103, 1.80386, -6.04118], [1.11043, 3.07163, -5.02725], [1.38457, 3.12635, -2.59093], [2.57574, 1.57051, -1.01095], [4.58423, 2.63226, -0.06202], [4.36181, 4.41252, 1.63755], [2.12728, 5.14563, 2.38887], [0.10259, 4.10408, 1.45365]],
  "atomic_forces_ev_per_a": [[-0.501, 0.298, 0.963], [0.175, -0.021, 0.117], [-0.021, 0.092, -0.090], [0.087, -0.019, 0.046], [0.081, -0.013, 0.052], [-0.017, 0.006, -0.088], [0.029, 0.000, 0.019], [-0.002, 0.011, 0.004], [-0.187, 0.004, -0.133], [-0.041, -0.002, 0.035], [-0.012, 0.033, 0.069], [-0.022, -0.026, -0.009], [-0.038, 0.025, 0.017], [0.040, -0.116, 0.100], [0.148, 0.107, -0.268], [-0.003, -0.005, -0.001], [-0.001, 0.000, 0.001], [-0.006, 0.006, 0.012], [0.029, 0.002, -0.016], [-0.005, 0.007, -0.001], [0.005, 0.011, -0.003], [0.002, -0.004, -0.001], [0.007, 0.005, -0.014], [-0.001, 0.105, 0.062], [-0.039, -0.051, -0.137], [0.061, 0.034, 0.107], [-0.023, -0.014, 0.029], [-0.007, 0.135, 0.023], [0.125, -0.143, -0.080], [-0.054, -0.089, -0.116], [-0.269, -0.152, -0.071], [0.132, 0.067, 0.019], [0.030, 0.050, -0.016], [0.013, 0.007, 0.057], [0.111, -0.111, -0.088], [-0.039, -0.216, -0.159], [-0.024, -0.014, -0.008], [-0.002, -0.004, -0.008], [-0.003, -0.003, -0.004], [0.001, 0.006, 0.001], [0.018, -0.036, -0.020], [-0.007, -0.004, -0.003], [-0.001, -0.008, -0.006], [0.008, 0.010, 0.008], [-0.014, -0.024, 0.009], [0.226, 0.175, -0.595], [0.065, -0.294, 0.338], [0.033, 0.109, -0.199], [0.092, -0.012, 0.122], [-0.036, 0.027, -0.009], [0.021, -0.022, 0.002], [-0.012, -0.009, 0.029], [-0.029, -0.082, -0.017], [-0.069, 0.112, 0.057], [-0.073, -0.063, -0.022], [0.003, 0.009, -0.004], [0.003, 0.004, 0.012], [-0.014, 0.001, -0.032], [0.059, 0.057, 0.041], [-0.059, 0.005, -0.056], [-0.001, -0.001, -0.052], [-0.001, -0.001, -0.008], [-0.013, 0.004, 0.010], [0.040, 0.000, 0.001], [-0.049, 0.018, -0.002], [-0.018, 0.012, -0.033], [0.005, 0.005, 0.009], [-0.002, -0.002, 0.005], [0.000, 0.001, -0.005], [0.018, 0.005, 0.003], [0.011, -0.002, 0.011], [-0.008, 0.003, -0.001], [0.010, -0.007, -0.003], [0.000, 0.003, -0.002], [0.031, -0.023, 0.032], [-0.015, 0.015, -0.031], [0.004, 0.001, -0.008], [0.005, 0.002, 0.000], [0.004, 0.001, 0.004], [0.002, 0.000, -0.001]],
  "mulliken_charge": [-0.80, 0.48, 0.15, 0.04, -1.00, -0.61, -0.90, -0.40, 1.05, 0.39, -1.04, -0.35, -1.11, -0.09, 0.93, 0.58, 0.51, 0.61, 0.43, 0.61, 0.51, 0.52, 0.48, 0.14, 0.26, -1.12, -0.89, -1.06, 0.02, 1.43, 0.49, -1.02, -0.66, -1.05, -0.21, 1.06, 0.39, 0.57, 0.50, 0.57, 0.10, 0.50, 0.51, 0.54, 0.37, 1.04, 1.69, 0.32, -0.14, -0.96, -0.72, -0.83, -0.84, 0.69, -0.17, -1.01, -0.61, -0.92, -0.55, 0.25, -0.12, -0.81, -0.81, -0.84, -0.74, 0.63, 0.51, 0.46, 0.48, 0.47, 0.51, 0.50, 0.50, 0.51, 0.55, 0.44, 0.57, 0.48, 0.52, 0.50],
  "energy_ev": -214499.2367,
  "homo_energy_ev": -19.24,
  "lumo_energy_ev": -13.0686,
  "charge": 4,
  "spin_multiplicity": 1
}